Entry 1:
The following is a quantum chemistry calculation of C5H5NO2 in the gas phase at a distorted geometry, from OMol25.

Structure (XYZ):
```
13
Properties=species:S:1:pos:R:3:forces:R:3:nbo_charge:R:1
C -1.016 0.897 -0.634 4.6 1.6 2.6 0.57
C -1.254 -0.342 -1.169 -3.8 -4.9 -2.6 -0.20
C 0.327 -0.552 0.865 -1.9 1.3 0.9 0.01
C 1.617 0.409 1.098 -0.8 -6.3 -6.4 -0.31
C 0.540 0.630 0.015 -0.2 -1.3 -2.4 -0.43
H -2.310 -0.201 -1.773 3.1 -1.2 0.7 0.24
H -0.552 -0.336 1.614 1.8 -1.0 -1.2 0.20
H 1.558 1.028 1.822 0.3 3.5 5.6 0.20
H 2.558 -0.155 0.705 -1.6 1.9 0.9 0.25
H 1.078 0.198 -0.865 -0.8 0.7 0.1 0.22
N -0.777 -1.558 -0.967 -2.3 2.1 -0.8 0.02
O -1.756 1.790 -0.772 -0.9 2.4 0.4 -0.48
O -0.014 -1.808 0.060 2.6 1.2 2.1 -0.29
```
Positions in Å, forces in eV/Å.

Computed properties:
relative energy (zero: lowest compared OMol25 entry of this formula, charge and spin)	177.0	kcal/mol
frontier orbital gap	9.51	eV
SMILES	O=C1C=NO[C@H]2C[C@H]12
E_HOMO	-9.89	eV
total energy	-398.4965	Ha

Entry 2:
The following is a quantum chemistry calculation of 2 unconnected molecules or ions with the total composition C5H5NO2 at a distorted geometry, from OMol25.

Structure (XYZ):
```
13
Properties=species:S:1:pos:R:3:forces:R:3:nbo_charge:R:1
C -1.398 -0.053 -2.135 0.2 0.2 -0.7 -0.41
C 0.016 -0.516 1.109 4.6 1.1 2.6 0.87
C -1.065 0.993 -2.782 0.1 0.2 -0.7 0.65
C -2.144 -0.768 -1.354 1.2 -2.9 0.8 -0.18
C 2.273 0.308 2.003 -1.5 3.2 -1.1 -0.40
N 1.022 -0.217 1.692 -3.4 -1.8 -0.8 -0.53
O -0.965 -0.893 0.645 -2.0 -0.7 -0.2 -0.56
O -0.642 1.813 -3.497 0.1 0.3 0.1 -0.47
H -1.810 -1.833 -1.065 -1.0 1.6 -1.0 0.21
H -2.912 -0.380 -0.748 -1.2 0.4 0.4 0.19
H 2.363 0.593 3.026 0.0 -0.2 0.9 0.21
H 3.038 -0.306 1.681 1.7 -1.2 -0.6 0.21
H 2.223 1.261 1.427 1.2 -0.3 0.4 0.21
```
Positions in Å, forces in eV/Å.

Computed properties:
relative energy (zero: lowest compared OMol25 entry of this formula, charge and spin)	88.8	kcal/mol
frontier orbital gap	8.47	eV
SMILES	C=C=C=O.CN=C=O
E_HOMO	-8.47	eV
total energy	-398.6370	Ha

Entry 3:
The following is a quantum chemistry calculation of a molecular structure, C5H5NO2S at a distorted geometry, from OMol25.

Structure (XYZ):
```
14
Properties=species:S:1:pos:R:3:forces:R:3:nbo_charge:R:1
C -0.240 0.439 2.359 0.0 -2.3 -1.8 0.67
C 0.752 -1.356 1.981 -2.8 1.7 -0.5 0.69
C 0.290 0.142 -0.417 2.6 -0.8 -1.1 -0.50
C -0.847 -0.413 -1.159 2.4 0.4 1.5 -0.64
C -0.306 -0.563 1.271 -2.6 -0.9 -3.3 -0.50
N 0.822 -0.265 2.857 2.7 -0.6 2.6 -0.67
O -0.734 1.469 2.594 -1.1 2.4 1.0 -0.54
O 1.224 -2.423 1.862 1.4 -1.3 0.2 -0.53
S -1.743 -1.128 0.251 0.8 0.0 3.3 0.70
H 1.331 -0.221 -0.711 -1.5 -0.3 0.5 0.21
H 0.443 1.185 -0.437 -0.6 1.4 0.4 0.21
H -1.453 0.215 -1.665 -2.2 2.4 -1.5 0.24
H -0.619 -1.164 -1.808 0.7 -2.4 -1.8 0.24
H 1.316 -0.184 3.723 0.3 0.2 0.4 0.41
```
Positions in Å, forces in eV/Å.

Computed properties:
relative energy (zero: lowest compared OMol25 entry of this formula, charge and spin)	23.6	kcal/mol
frontier orbital gap (alpha / beta)	5.46 / 6.17	eV
E_HOMO (alpha / beta)	-5.23 / -9.76	eV
spin multiplicity	3
total energy	-796.7225	Ha

Entry 4:
The following is a quantum chemistry calculation of C5H5NO2S2 in the gas phase at a distorted geometry, from OMol25.

Structure (XYZ):
```
15
Properties=species:S:1:pos:R:3:forces:R:3:nbo_charge:R:1
C -1.334 -1.354 1.063 0.2 0.7 0.8 -0.30
C -1.628 -2.133 -0.015 1.6 3.3 0.3 -0.25
C -0.748 -0.113 0.743 0.7 -0.5 -2.7 0.16
C -0.374 0.010 -0.905 -1.2 -0.5 4.3 -0.44
C 2.076 1.143 -1.276 0.0 -0.7 -0.4 -0.72
N -0.419 0.966 1.542 1.3 0.9 -0.9 0.43
O 0.504 1.684 1.063 -0.9 -0.7 1.4 -0.43
O -1.012 1.207 2.578 -0.3 -0.2 0.6 -0.38
S -1.211 -1.377 -1.509 -0.1 -0.3 -2.6 0.38
S 0.285 1.398 -1.588 0.2 -0.5 -1.2 0.38
H -1.473 -1.689 2.081 -0.2 0.2 0.0 0.25
H -1.988 -3.085 -0.045 -1.0 -2.4 0.1 0.23
H 2.607 1.453 -2.173 -0.1 -0.6 -0.5 0.22
H 2.236 0.072 -0.993 0.0 1.1 -0.4 0.24
H 2.478 1.820 -0.565 -0.2 0.4 1.2 0.23
```
Positions in Å, forces in eV/Å.

Computed properties:
frontier orbital gap (alpha / beta)	6.69 / 5.99	eV
E_HOMO (alpha / beta)	-6.76 / -8.94	eV
spin multiplicity	3
total energy	-1194.8779	Ha

Entry 5:
The following is a quantum chemistry calculation of a molecular structure, C5H5NO3 at a distorted geometry, from OMol25.

Structure (XYZ):
```
14
Properties=species:S:1:pos:R:3:forces:R:3:nbo_charge:R:1
O -1.951 0.910 -1.863 0.5 0.0 0.7 -0.51
C -1.269 0.942 -0.888 -0.8 -0.3 -1.0 0.80
O -1.049 2.009 -0.067 0.2 0.5 0.4 -0.48
C -0.059 1.258 0.679 0.2 0.0 -0.3 0.09
C -0.716 0.126 1.351 0.0 -0.3 0.2 -0.37
C -0.356 0.010 -0.132 0.0 0.5 -0.7 -0.28
C 0.511 -1.024 -0.724 3.7 -1.7 1.5 0.52
N 0.307 -2.262 -0.796 1.4 -0.7 -0.6 -0.58
H 0.887 1.747 0.900 -0.3 -0.1 0.0 0.22
H -0.074 -0.487 1.985 -0.2 0.1 -0.1 0.24
H -1.762 0.201 1.651 0.3 0.0 -0.1 0.24
O 1.977 -0.805 -0.813 -2.1 1.5 0.2 -0.73
H 2.201 0.012 -0.354 0.2 0.2 -0.2 0.47
H 1.355 -2.639 -0.930 -3.1 0.4 0.0 0.37
```
Positions in Å, forces in eV/Å.

Computed properties:
relative energy (zero: lowest compared OMol25 entry of this formula, charge and spin)	50.4	kcal/mol
frontier orbital gap	11.06	eV
E_HOMO	-10.70	eV
total energy	-473.9084	Ha

Entry 6:
The following is a quantum chemistry calculation of 2 unconnected molecules or ions with the total composition C5H5NO4 at a distorted geometry, from OMol25.

Structure (XYZ):
```
15
Properties=species:S:1:pos:R:3:forces:R:3:nbo_charge:R:1
C 1.159 -2.272 -0.282 0.2 2.0 -0.3 -0.13
C 0.212 -2.138 0.788 -0.3 2.3 -0.9 -0.35
C 1.385 -1.205 -1.106 -1.1 -0.1 1.8 -0.33
C -0.478 -0.999 1.024 1.2 0.8 -2.3 0.20
C 0.626 0.077 -0.876 -0.7 -5.4 2.5 0.75
N -1.950 2.929 0.530 -0.2 0.4 0.1 0.35
O -1.032 3.696 -0.121 0.8 0.4 -0.4 -0.55
O -2.832 3.626 0.865 -0.5 -0.4 0.4 -0.29
O -0.333 0.081 0.172 1.2 -1.0 -0.2 -0.49
O 0.673 1.020 -1.523 0.6 4.7 -2.9 -0.56
H 1.768 -3.167 -0.287 -0.1 0.0 -0.4 0.22
H 0.155 -2.957 1.370 -0.7 -2.4 2.3 0.22
H 2.129 -1.211 -1.864 0.4 0.2 -0.5 0.23
H -1.174 -0.598 1.714 -0.6 -1.0 1.2 0.22
H -0.308 3.120 -0.405 0.0 -0.5 0.0 0.49
```
Positions in Å, forces in eV/Å.

Computed properties:
relative energy (zero: lowest compared OMol25 entry of this formula, charge and spin)	59.0	kcal/mol
frontier orbital gap	9.28	eV
SMILES	O=c1cccco1.O=NO
E_HOMO	-9.37	eV
total energy	-549.1179	Ha

Entry 7:
The following is a quantum chemistry calculation of a molecular structure, C5H5NOS at a distorted geometry, from OMol25.

Structure (XYZ):
```
13
Properties=species:S:1:pos:R:3:forces:R:3:nbo_charge:R:1
C -1.525 -1.257 0.012 0.7 1.1 -0.1 -0.50
C -0.323 -0.604 -0.141 -2.4 0.5 0.5 0.23
C -0.623 0.851 -0.154 1.2 -0.3 0.0 0.05
C 0.237 1.943 0.067 -0.7 -1.1 -0.9 -0.33
C 1.974 -1.019 0.077 1.1 -0.2 0.0 -0.09
N -1.936 1.087 -0.218 0.7 2.3 0.0 -0.66
O 0.742 -1.402 -0.273 0.4 -0.7 -0.3 -0.44
S -2.796 -0.177 0.025 -1.5 -1.7 -0.2 0.78
H -1.639 -2.268 0.174 -0.2 -2.0 0.1 0.24
H 1.170 1.647 0.471 0.9 0.8 0.1 0.18
H -0.115 2.923 -0.233 0.4 0.0 0.5 0.22
H 2.024 0.030 0.289 0.9 0.0 0.2 0.15
H 2.811 -1.754 -0.096 -1.3 1.1 0.2 0.19
```
Positions in Å, forces in eV/Å.

Computed properties:
relative energy (zero: lowest compared OMol25 entry of this formula, charge and spin)	112.9	kcal/mol
frontier orbital gap (alpha / beta)	8.08 / 6.86	eV
E_HOMO (alpha / beta)	-7.67 / -7.54	eV
total energy	-721.5397	Ha

Entry 8:
The following is a quantum chemistry calculation of C5H5NOS in the gas phase at a distorted geometry, from OMol25.

Structure (XYZ):
```
13
Properties=species:S:1:pos:R:3:forces:R:3:nbo_charge:R:1
C 1.456 -1.062 0.895 1.2 0.7 -0.2 0.16
C -0.718 1.118 -1.331 -2.3 1.4 1.7 -0.32
C -1.264 0.312 -0.265 -2.2 0.0 -0.8 0.16
C 0.450 1.357 -1.897 3.4 -1.8 -2.0 -0.36
C 0.141 -0.965 1.340 -0.3 -1.2 0.6 0.04
N 2.605 -1.089 0.716 -0.7 -0.1 -0.1 -0.28
O -0.901 -0.556 0.640 1.2 -0.5 1.1 -0.39
S -0.367 -2.131 2.626 0.8 0.7 0.5 0.01
H -1.511 1.908 -1.543 0.8 -1.3 -0.1 0.23
H -2.373 0.209 -0.150 0.9 1.0 -0.9 0.18
H 0.580 1.991 -2.774 -0.6 0.6 0.6 0.21
H 1.382 0.694 -1.915 -1.5 0.7 1.0 0.21
H 0.519 -1.785 3.660 -0.8 -0.1 -1.3 0.16
```
Positions in Å, forces in eV/Å.

Computed properties:
relative energy (zero: lowest compared OMol25 entry of this formula, charge and spin)	126.0	kcal/mol
frontier orbital gap (alpha / beta)	6.86 / 7.63	eV
E_HOMO (alpha / beta)	-7.92 / -8.27	eV
total energy	-721.5188	Ha

Entry 9:
The following is a quantum chemistry calculation of C5H5NS in the gas phase at a distorted geometry, from OMol25.

Structure (XYZ):
```
12
Properties=species:S:1:pos:R:3:forces:R:3:nbo_charge:R:1
C 1.709 -0.325 0.146 2.6 -2.1 -2.8 -0.66
C 0.253 -0.048 -0.188 -0.2 -1.9 1.6 -0.06
C -0.856 -0.852 -0.192 2.7 -0.4 0.3 -0.23
C -2.004 0.047 -0.008 -1.1 -0.9 -1.2 -0.04
C -0.308 1.251 -0.029 0.8 2.3 -1.4 0.11
H 2.591 -0.113 -0.670 -2.6 0.1 1.3 0.23
H 1.935 -1.445 0.247 -0.8 1.5 0.3 0.23
H 2.130 0.183 1.006 -0.6 0.2 0.4 0.24
H -0.688 -1.920 -0.174 -1.0 -0.1 0.0 0.24
H 0.405 2.053 -0.138 -0.4 0.9 0.4 0.18
N -1.588 1.356 -0.046 1.6 1.6 0.9 -0.44
S -3.579 -0.187 0.047 -0.8 -1.1 0.2 0.21
```
Positions in Å, forces in eV/Å.

Computed properties:
relative energy (zero: lowest compared OMol25 entry of this formula, charge and spin)	48.0	kcal/mol
frontier orbital gap	7.30	eV
SMILES	CC1=CC(=S)N=C1
E_HOMO	-9.11	eV
total energy	-646.3763	Ha

Entry 10:
The following is a quantum chemistry calculation of C5H5NS in the gas phase at a distorted geometry, from OMol25.

Structure (XYZ):
```
12
Properties=species:S:1:pos:R:3:forces:R:3:nbo_charge:R:1
C -0.563 1.827 -0.015 0.6 1.1 -0.8 -0.67
C 0.096 0.484 0.035 -0.2 0.4 -0.7 0.25
C 1.525 -1.205 -0.047 -3.0 0.4 0.5 0.05
C 0.310 -1.833 0.031 0.7 0.5 -0.2 -0.33
C -0.746 -0.794 -0.008 1.3 0.3 0.6 -0.20
H -1.378 1.849 -0.797 0.9 0.0 0.9 0.24
H -0.981 2.057 0.948 -0.7 -0.1 0.5 0.24
H 0.158 2.689 -0.163 -0.6 -1.3 -0.2 0.24
H 2.490 -1.650 -0.166 0.4 0.0 0.2 0.21
H 0.091 -2.877 0.150 0.1 -0.2 -0.3 0.23
N 1.352 0.259 0.036 0.2 -0.7 -0.4 -0.42
S -2.354 -0.806 -0.003 0.2 -0.4 -0.1 0.16
```
Positions in Å, forces in eV/Å.

Computed properties:
relative energy (zero: lowest compared OMol25 entry of this formula, charge and spin)	28.5	kcal/mol
frontier orbital gap	7.36	eV
SMILES	CC1=NC=CC1=S
E_HOMO	-9.09	eV
total energy	-646.4074	Ha

> Which of these has the highest total energy?

number 1

Please write out number 7 again, unchanged.
The following is a quantum chemistry calculation of a molecular structure, C5H5NOS at a distorted geometry, from OMol25.

Structure (XYZ):
```
13
Properties=species:S:1:pos:R:3:forces:R:3:nbo_charge:R:1
C -1.525 -1.257 0.012 0.7 1.1 -0.1 -0.50
C -0.323 -0.604 -0.141 -2.4 0.5 0.5 0.23
C -0.623 0.851 -0.154 1.2 -0.3 0.0 0.05
C 0.237 1.943 0.067 -0.7 -1.1 -0.9 -0.33
C 1.974 -1.019 0.077 1.1 -0.2 0.0 -0.09
N -1.936 1.087 -0.218 0.7 2.3 0.0 -0.66
O 0.742 -1.402 -0.273 0.4 -0.7 -0.3 -0.44
S -2.796 -0.177 0.025 -1.5 -1.7 -0.2 0.78
H -1.639 -2.268 0.174 -0.2 -2.0 0.1 0.24
H 1.170 1.647 0.471 0.9 0.8 0.1 0.18
H -0.115 2.923 -0.233 0.4 0.0 0.5 0.22
H 2.024 0.030 0.289 0.9 0.0 0.2 0.15
H 2.811 -1.754 -0.096 -1.3 1.1 0.2 0.19
```
Positions in Å, forces in eV/Å.

Computed properties:
relative energy (zero: lowest compared OMol25 entry of this formula, charge and spin)	112.9	kcal/mol
frontier orbital gap (alpha / beta)	8.08 / 6.86	eV
E_HOMO (alpha / beta)	-7.67 / -7.54	eV
total energy	-721.5397	Ha

Copy entry 6 word for word.
The following is a quantum chemistry calculation of 2 unconnected molecules or ions with the total composition C5H5NO4 at a distorted geometry, from OMol25.

Structure (XYZ):
```
15
Properties=species:S:1:pos:R:3:forces:R:3:nbo_charge:R:1
C 1.159 -2.272 -0.282 0.2 2.0 -0.3 -0.13
C 0.212 -2.138 0.788 -0.3 2.3 -0.9 -0.35
C 1.385 -1.205 -1.106 -1.1 -0.1 1.8 -0.33
C -0.478 -0.999 1.024 1.2 0.8 -2.3 0.20
C 0.626 0.077 -0.876 -0.7 -5.4 2.5 0.75
N -1.950 2.929 0.530 -0.2 0.4 0.1 0.35
O -1.032 3.696 -0.121 0.8 0.4 -0.4 -0.55
O -2.832 3.626 0.865 -0.5 -0.4 0.4 -0.29
O -0.333 0.081 0.172 1.2 -1.0 -0.2 -0.49
O 0.673 1.020 -1.523 0.6 4.7 -2.9 -0.56
H 1.768 -3.167 -0.287 -0.1 0.0 -0.4 0.22
H 0.155 -2.957 1.370 -0.7 -2.4 2.3 0.22
H 2.129 -1.211 -1.864 0.4 0.2 -0.5 0.23
H -1.174 -0.598 1.714 -0.6 -1.0 1.2 0.22
H -0.308 3.120 -0.405 0.0 -0.5 0.0 0.49
```
Positions in Å, forces in eV/Å.

Computed properties:
relative energy (zero: lowest compared OMol25 entry of this formula, charge and spin)	59.0	kcal/mol
frontier orbital gap	9.28	eV
SMILES	O=c1cccco1.O=NO
E_HOMO	-9.37	eV
total energy	-549.1179	Ha

> Which value of total energy does entry 2 give?

-398.6370 Ha